# 1
15
Properties=species:S:1:pos:R:3 method="wB97M-V/def2-TZVPD" de_lowest_kj_mol=426.3 multiplicity=1 orbital_gap_ev="6.947 / 7.783"
C -0.590 -1.033 -0.946
C -0.687 0.494 -0.525
C 1.955 0.074 0.367
C 0.186 -1.785 -0.240
C -1.369 0.708 0.731
N 1.265 -1.145 0.548
P 1.084 1.206 -0.695
H -1.101 -1.438 -1.807
H -1.257 0.957 -1.401
H 2.718 0.445 1.069
H -1.017 0.124 1.512
H -2.430 0.519 0.704
H -1.308 1.851 1.151
H 1.431 -1.615 1.462
H 1.119 0.636 -1.930


# 2
88
Properties=species:S:1:pos:R:3 method="wB97M-V/def2-TZVPD" de_lowest_kj_mol=0.0 multiplicity=1 orbital_gap_ev=8.352 total_charge=-1
Cl -2.991 -0.389 0.307
O -2.173 0.126 -0.748
O -2.243 -0.365 1.500
O -4.186 0.438 0.398
O -3.363 -1.744 -0.043
C 3.946 -3.452 -4.850
O 2.594 -3.544 -4.461
C 2.160 -2.259 -3.995
C 0.652 -2.322 -3.820
N 0.222 -3.316 -2.922
C -1.244 -3.312 -2.620
C -1.541 -4.576 -1.824
O -0.994 -5.761 -2.469
C -1.026 -6.963 -1.725
H 4.036 -3.136 -5.889
H 4.482 -4.383 -4.668
H 4.463 -2.620 -4.372
H 2.349 -1.534 -4.786
H 2.542 -1.853 -3.058
H 0.324 -2.640 -4.809
H 0.204 -1.351 -3.610
H 0.450 -4.277 -3.130
H -1.718 -3.486 -3.585
H -1.644 -2.408 -2.159
H -2.574 -4.739 -1.517
H -1.020 -4.416 -0.880
H -2.016 -7.419 -1.740
H -0.838 -6.868 -0.655
H -0.228 -7.566 -2.158
C 2.981 3.849 4.754
O 1.776 3.104 4.606
C 1.373 2.902 3.289
C -0.033 2.313 3.304
N -1.156 3.256 3.554
C -2.366 2.528 3.152
C -3.712 3.159 3.633
O -3.817 3.348 5.033
C -5.005 4.103 5.363
H 3.200 3.853 5.821
H 2.955 4.908 4.496
H 3.722 3.318 4.158
H 2.134 2.204 2.941
H 1.458 3.740 2.597
H 0.075 1.474 3.992
H -0.215 1.903 2.311
H -1.240 3.372 4.554
H -2.277 1.533 3.587
H -2.440 2.426 2.069
H -4.553 2.497 3.427
H -3.851 4.063 3.041
H -5.195 4.979 4.743
H -4.909 4.520 6.365
H -5.778 3.340 5.461
C 0.989 0.225 -1.342
O 2.274 0.874 -1.470
C 2.734 0.889 -2.843
C 3.532 2.213 -2.892
N 2.630 3.456 -2.922
C 1.675 3.740 -1.844
C 2.104 4.072 -0.405
O 3.039 5.235 -0.346
C 2.368 6.463 -0.611
H 0.300 0.731 -2.018
H 0.586 0.359 -0.338
H 0.982 -0.864 -1.307
H 1.996 0.867 -3.645
H 3.492 0.122 -3.004
H 4.270 2.163 -3.693
H 4.166 2.328 -2.013
H 3.185 4.241 -3.232
H 1.017 2.871 -1.810
H 0.940 4.484 -2.152
H 2.638 3.213 0.001
H 1.299 4.207 0.317
H 3.087 7.269 -0.465
H 1.515 6.578 0.058
H 2.023 6.516 -1.644
C -3.664 -5.855 1.419
O -4.855 -5.881 1.243
N -2.970 -4.764 1.173
N -2.891 -6.809 1.953
H -1.972 -4.715 1.315
H -3.466 -4.024 0.696
H -3.267 -7.730 2.130
H -1.917 -6.617 2.136
O 0.212 -2.498 1.728
H -0.639 -2.130 1.966
H 0.835 -1.791 1.899


# 3
126
Properties=species:S:1:pos:R:3 method="wB97M-V/def2-TZVPD" de_lowest_kj_mol=243.6 multiplicity=5 orbital_gap_ev="8.289 / 5.877" total_charge=+1 s_squared=6.0143
Pd 0.402 0.292 -0.829
C 1.419 -1.508 0.712
C 0.066 -2.013 0.682
C -0.230 -2.090 -0.732
C 0.927 -1.792 -1.432
C 2.027 -1.478 -0.562
C 3.469 -1.199 -0.848
C 4.189 -2.467 -0.498
C 3.764 -0.899 -2.327
C 4.013 -0.075 0.068
C -1.502 -2.567 -1.537
C -1.654 -1.877 -2.927
C -1.331 -4.053 -1.807
C -2.830 -2.268 -0.852
C -0.647 -2.580 1.939
C -1.056 -4.031 1.669
C -1.897 -1.746 2.281
C 0.208 -2.547 3.206
H 1.938 -1.262 1.613
H 0.948 -1.728 -2.483
H 4.092 -3.258 -1.238
H 3.960 -2.844 0.444
H 5.277 -2.225 -0.561
H 3.286 -1.617 -2.965
H 4.852 -0.822 -2.453
H 3.213 0.027 -2.554
H 4.022 -0.326 1.101
H 3.400 0.837 0.051
H 5.021 0.187 -0.275
H -0.827 -2.024 -3.635
H -1.877 -0.820 -2.768
H -2.511 -2.324 -3.399
H -0.410 -4.260 -2.346
H -2.173 -4.405 -2.421
H -1.326 -4.676 -0.940
H -2.812 -1.237 -0.521
H -3.140 -2.998 -0.081
H -3.563 -2.351 -1.618
H -2.010 -4.232 1.116
H -1.237 -4.487 2.651
H -0.251 -4.608 1.224
H -2.586 -2.256 2.935
H -2.540 -1.500 1.449
H -1.563 -0.876 2.827
H 1.028 -3.283 3.127
H -0.352 -2.819 4.067
H 0.667 -1.562 3.317
C 0.204 -4.567 -5.806
C 1.561 -3.911 -6.163
C 2.076 -4.361 -7.552
C 2.645 -4.353 -5.098
C 1.427 -2.413 -6.095
C 1.513 -1.594 -7.257
C 1.405 -0.221 -7.155
C 1.265 0.348 -5.874
S 1.081 2.046 -5.477
C 0.889 1.574 -3.814
N 0.924 0.300 -3.586
C 1.143 -0.454 -4.723
C 1.246 -1.830 -4.852
C 0.653 2.583 -2.775
C 0.744 3.950 -3.038
C 0.603 4.962 -2.107
C 0.186 4.598 -0.811
C 0.075 3.252 -0.499
C 0.313 2.248 -1.446
H 0.305 -5.655 -5.820
H -0.575 -4.346 -6.569
H -0.087 -4.309 -4.782
H 2.261 -5.420 -7.585
H 2.987 -3.799 -7.826
H 1.359 -4.120 -8.300
H 2.733 -5.455 -5.037
H 2.278 -4.143 -4.095
H 3.598 -3.889 -5.314
H 1.738 -2.022 -8.222
H 1.510 0.377 -8.044
H 1.064 -2.544 -4.083
H 1.059 4.182 -4.073
H 0.749 5.993 -2.401
H 0.040 5.390 -0.049
H -0.207 3.013 0.546
C 1.671 1.938 2.099
C 1.109 2.699 3.300
C 1.901 3.984 3.413
C 1.319 1.915 4.530
O -0.265 3.044 3.124
Si -1.702 2.333 3.177
S -2.246 1.385 1.288
O -1.665 1.156 4.311
C -2.523 0.880 5.438
C -2.149 -0.521 5.917
C -3.959 0.861 4.943
C -2.240 1.859 6.528
O -2.844 3.445 3.517
C -3.012 4.807 3.158
C -2.161 5.639 4.110
C -4.482 5.087 3.230
C -2.524 5.029 1.731
H 2.599 1.365 2.339
H 1.922 2.658 1.342
H 0.887 1.244 1.739
H 2.970 3.759 3.393
H 1.739 4.455 4.421
H 1.756 4.674 2.594
H 2.334 2.091 4.847
H 1.225 0.816 4.376
H 0.732 2.242 5.395
H -2.398 -1.251 5.133
H -2.795 -0.776 6.766
H -1.120 -0.526 6.164
H -3.937 0.120 4.152
H -4.117 1.849 4.480
H -4.668 0.597 5.716
H -1.259 1.687 6.899
H -2.912 1.797 7.383
H -2.408 2.789 6.049
H -2.323 5.386 5.138
H -2.232 6.704 3.947
H -1.155 5.297 3.859
H -4.818 4.894 4.295
H -5.099 4.401 2.668
H -4.678 6.114 2.919
H -1.483 4.740 1.620
H -2.538 6.079 1.487
H -3.080 4.496 0.978


# 4
10
Properties=species:S:1:pos:R:3 method="wB97M-V/def2-TZVPD" de_lowest_kj_mol=367.4 multiplicity=1 orbital_gap_ev="8.251 / 8.351"
C 0.564 -0.058 0.701
C -0.490 -1.186 0.828
C 0.335 1.329 -1.294
O 1.415 0.242 1.497
F -0.925 -1.307 2.138
Br -0.561 0.225 -2.512
H 0.085 -2.139 0.672
H -1.398 -0.914 0.216
H 1.206 1.913 -1.683
H -0.233 1.895 -0.563


# 5
66
Properties=species:S:1:pos:R:3 method="wB97M-V/def2-TZVPD" de_lowest_kj_mol=2074.6 multiplicity=1 orbital_gap_ev=6.494 smiles="CC(=O)OCCCCCc1cc(CC[C@H](C)CCC=C(C)C)c2nccnc2c1O"
C -1.517 4.200 0.019
C -0.026 4.395 0.749
O 0.042 4.965 1.985
O 1.183 3.976 0.012
C 1.222 2.519 -0.202
C 1.983 2.063 -1.602
C 1.134 2.415 -2.964
C 0.709 1.111 -3.867
C -0.945 0.986 -4.085
C -1.565 0.495 -2.648
C -0.977 -0.904 -2.014
C -1.498 -1.457 -0.562
C -0.853 -2.849 0.086
C 0.513 -3.356 -0.665
C 1.775 -2.312 -0.596
C 2.495 -2.117 -2.092
C 2.983 -2.748 0.426
C 2.646 -2.542 2.020
C 1.952 -1.098 2.395
C 1.075 -1.072 3.623
C 1.236 0.098 4.807
C -0.089 -2.216 3.938
C -2.676 -0.637 0.287
N -3.115 -1.251 1.585
C -4.187 -0.440 2.258
C -4.785 0.936 1.630
N -4.398 1.562 0.320
C -3.317 0.732 -0.312
C -2.724 1.276 -1.774
O -3.268 2.527 -2.400
H -2.304 5.006 0.384
H -1.938 3.116 0.273
H -1.349 4.245 -1.152
H 0.180 1.982 -0.119
H 1.892 2.067 0.676
H 3.000 2.685 -1.633
H 2.333 0.925 -1.541
H 0.194 3.120 -2.764
H 1.857 3.069 -3.650
H 1.175 1.258 -4.956
H 1.181 0.088 -3.478
H -1.127 0.151 -4.910
H -1.328 2.053 -4.422
H -0.176 -1.492 -2.633
H -1.638 -3.742 -0.007
H -0.654 -2.740 1.252
H 0.229 -3.573 -1.794
H 0.895 -4.396 -0.229
H 1.318 -1.247 -0.319
H 3.378 -2.918 -2.134
H 2.998 -1.048 -2.206
H 1.782 -2.384 -2.981
H 3.222 -3.895 0.245
H 3.947 -2.124 0.103
H 3.674 -2.584 2.606
H 2.032 -3.482 2.366
H 2.142 -0.100 1.771
H 2.332 0.498 4.905
H 1.005 -0.478 5.825
H 0.414 0.928 4.716
H -1.139 -1.855 3.535
H 0.124 -3.250 3.400
H -0.130 -2.403 5.102
H -4.626 -0.823 3.294
H -5.649 1.479 2.247
H -4.249 2.606 -2.127


# 6
57
Properties=species:S:1:pos:R:3 method="wB97M-V/def2-TZVPD" multiplicity=1 orbital_gap_ev=7.562 total_charge=-1 smiles="CC(C)(C)CC(C)(C)c1ccc(OCC(=O)N/N=C/c2ccc(S(=O)(=O)[O-])o2)cc1"
C -1.856 4.174 -1.054
H -1.776 4.962 -0.307
H -2.387 3.343 -0.605
H -2.449 4.554 -1.884
C -0.457 3.767 -1.530
C 0.340 3.213 -0.350
H 1.340 2.920 -0.659
H 0.429 3.975 0.423
H -0.145 2.345 0.085
C 0.247 5.039 -2.029
H -0.269 5.450 -2.895
H 0.261 5.797 -1.249
H 1.276 4.824 -2.310
C -0.517 2.797 -2.733
H -1.310 3.156 -3.395
H 0.420 2.913 -3.280
C -0.739 1.277 -2.542
C 0.440 0.606 -1.855
C 1.732 0.782 -2.350
C 2.820 0.164 -1.775
C 2.659 -0.674 -0.672
C 1.379 -0.877 -0.177
C 0.296 -0.246 -0.769
H -0.676 -0.444 -0.348
H 1.197 -1.526 0.665
O 3.800 -1.254 -0.196
C 3.734 -2.018 0.987
C 3.550 -1.147 2.233
O 4.306 -0.246 2.539
N 2.488 -1.458 3.014
N 1.560 -2.393 2.696
C 0.573 -2.561 3.497
C -0.467 -3.486 3.230
C -0.710 -4.334 2.161
C -1.908 -4.996 2.457
C -2.322 -4.527 3.681
O -1.468 -3.621 4.143
S -3.885 -4.855 4.588
O -4.628 -3.632 4.324
O -3.475 -5.049 5.967
O -4.395 -6.041 3.921
H -2.424 -5.730 1.874
H -0.090 -4.436 1.293
H 0.480 -1.989 4.426
H 2.362 -0.900 3.863
H 2.952 -2.782 0.943
H 4.716 -2.496 1.061
H 3.815 0.314 -2.166
H 1.905 1.419 -3.206
C -2.070 0.991 -1.843
H -2.316 -0.066 -1.917
H -2.044 1.262 -0.793
H -2.865 1.555 -2.327
C -0.837 0.664 -3.953
H -0.927 -0.418 -3.882
H -1.711 1.049 -4.476
H 0.045 0.891 -4.546


# 7
5
Properties=species:S:1:pos:R:3 method="wB97M-V/def2-TZVPD" de_lowest_kj_mol=0.0 multiplicity=1 orbital_gap_ev=12.257 smiles="O=[N+]([O-])OF"
N 0.388 0.478 -0.002
O 0.174 0.726 1.107
O 1.032 0.853 -0.880
O -0.376 -0.756 -0.559
F -1.218 -1.301 0.334


# 8
42
Properties=species:S:1:pos:R:3 method="wB97M-V/def2-TZVPD" de_lowest_kj_mol=163.5 multiplicity=3 orbital_gap_ev="5.194 / 5.235" total_charge=-2 s_squared=2.0242
Pd 1.321 -0.555 1.036
O 1.809 -3.119 3.878
S 1.712 -2.129 2.800
O 2.422 -0.877 3.170
O 2.314 -2.656 1.539
O 0.253 -1.833 2.540
C -2.824 -3.230 -2.266
C -1.959 -2.647 -1.137
C -2.640 -2.869 0.215
C -1.736 -1.146 -1.343
N -0.696 -3.404 -1.139
N 0.305 -2.720 -0.315
H -3.782 -2.716 -2.319
H -3.001 -4.291 -2.100
H -2.326 -3.122 -3.230
H -3.611 -2.378 0.223
H -2.024 -2.433 0.998
H -2.774 -3.933 0.409
H -2.648 -0.587 -1.156
H -1.391 -0.946 -2.355
H -0.962 -0.804 -0.644
H -0.315 -3.348 -2.085
H 1.180 -3.241 -0.362
H 0.025 -2.770 0.672
C 0.733 2.636 -2.396
C 0.982 3.225 -1.035
C 0.994 4.589 -0.872
C 1.200 5.181 0.367
C 1.403 4.348 1.466
C 1.408 2.979 1.357
C 1.633 2.111 2.555
C 1.181 2.324 0.079
N 1.148 1.036 -0.088
H 1.262 3.193 -3.174
H -0.333 2.645 -2.643
H 1.077 1.605 -2.386
H 0.824 5.225 -1.739
H 1.198 6.261 0.475
H 1.572 4.810 2.437
H 1.767 2.704 3.462
H 2.516 1.468 2.409
H 0.784 1.416 2.695


# 9
19
Properties=species:S:1:pos:R:3 method="wB97M-V/def2-TZVPD" de_lowest_kj_mol=101.2 multiplicity=1 orbital_gap_ev=10.526
H 0.538 -0.158 1.116
O 1.031 0.738 0.477
N -0.153 -1.065 1.726
H 1.949 0.932 0.694
H -1.146 -0.840 1.449
H 0.107 -0.918 2.707
C 0.279 -2.412 1.211
H 1.133 -2.189 0.568
H 0.623 -3.113 1.987
H -0.532 -2.763 0.592
O 0.196 3.378 -0.957
H -0.630 3.024 -1.329
H 0.191 2.655 -0.283
O 0.418 -0.140 -1.892
H 0.240 0.557 -2.540
H 0.588 0.390 -1.058
O -1.721 -0.772 -0.241
H -0.904 -0.921 -0.756
H -2.343 -1.214 -0.832


# 10
23
Properties=species:S:1:pos:R:3 method="wB97M-V/def2-TZVPD" de_lowest_kj_mol=125.0 multiplicity=1 orbital_gap_ev=9.991 smiles=Cc1ccccc1.CC
C -1.296 -1.658 0.575
C -0.733 -0.940 -0.608
C -1.367 0.197 -1.243
C 0.314 -1.450 -1.368
C -0.973 0.882 -2.392
C 0.775 -0.806 -2.513
C 0.181 0.313 -3.051
H -0.500 -2.024 1.173
H -2.026 -2.441 0.393
H -2.143 0.583 -0.676
H 0.825 -2.393 -1.036
H -1.485 1.774 -2.478
H 1.674 -1.114 -3.022
H 0.728 0.828 -3.803
H -1.861 -0.910 1.156
C 0.464 1.562 2.846
C 1.456 0.759 1.900
H 0.015 2.280 2.176
H -0.257 0.984 3.313
H 1.137 2.003 3.611
H 0.985 0.474 0.966
H 2.247 1.394 1.758
H 1.841 -0.295 2.321


# 11
11
Properties=species:S:1:pos:R:3 method="wB97M-V/def2-TZVPD" de_lowest_kj_mol=0.0 multiplicity=1 orbital_gap_ev=9.575
Ba 9.725 1.286 3.588
Cl 7.195 3.052 4.426
O 8.567 3.431 3.981
O 7.170 3.241 5.830
O 6.162 3.697 3.763
O 7.265 1.586 4.212
Cl 12.307 3.210 3.835
O 11.605 2.875 2.604
O 11.972 2.191 4.811
O 13.680 3.206 3.673
O 11.748 4.417 4.248


# 12
11
Properties=species:S:1:pos:R:3 method="wB97M-V/def2-TZVPD" de_lowest_kj_mol=668.5 multiplicity=1 orbital_gap_ev=10.587 smiles="O=C[C@@H](NF)N(F)F"
C 1.009 0.079 -1.092
C -0.048 0.320 0.025
N -1.304 0.104 -0.612
N 0.384 -0.704 1.075
O 0.914 -0.912 -1.722
F -2.475 0.356 0.089
F -0.389 -0.651 2.179
F 1.559 -0.162 1.651
H 1.787 0.977 -1.183
H -0.020 1.422 0.470
H -1.418 -0.829 -0.879